1.
This record from OMol25 describes an isolated molecule of C23H37NO3. The level of theory is ωB97M-V/def2-TZVPD.

Calculated values
ΔE to the lowest compared entry with this formula, charge and spin   10.6 kJ/mol
Structure (SMILES)   Cc1ccc(C)c(NC(=O)CCCCCCCCCC[C@H]2COCCO2)c1
Multiplicity   1
M   375.55 Da
E_HOMO   -8.326 eV
Gap between HOMO and LUMO   8.98 eV
LUMO energy   0.7 eV

Each line ends with the Löwdin charge.
Positions of all 64 atoms, in Å:
1 C 2.12 3.15 0.60  -0.038
2 C 1.09 2.43 1.42  -0.270
3 C 1.40 1.93 2.67  -0.061
4 C 0.46 1.23 3.41  -0.044
5 C -0.83 1.03 2.93  -0.218
6 C -1.83 0.28 3.76  -0.048
7 C -1.15 1.55 1.67  -0.168
8 N -2.46 1.36 1.19  0.141
9 C -3.01 1.70 0.00  -0.480
10 O -2.43 2.29 -0.89  0.071
11 C -4.45 1.22 -0.16  -0.103
12 C -4.46 -0.01 -1.07  -0.187
13 C -3.77 -1.21 -0.42  -0.218
14 C -3.46 -2.34 -1.40  -0.207
15 C -2.52 -1.96 -2.55  -0.212
16 C -1.30 -1.15 -2.10  -0.217
17 C -0.25 -1.04 -3.21  -0.210
18 C 0.71 0.13 -2.99  -0.200
19 C 1.40 0.15 -1.63  -0.199
20 C 2.28 -1.08 -1.37  -0.134
21 C 2.96 -0.99 0.00  -0.326
22 C 3.70 -2.29 0.34  -0.156
23 O 4.39 -2.18 1.57  -0.124
24 C 5.29 -1.10 1.54  -0.181
25 C 4.55 0.20 1.21  -0.180
26 O 3.88 0.09 -0.02  -0.108
27 C -0.20 2.24 0.93  0.020
28 H 2.64 3.89 1.22  0.082
29 H 2.85 2.44 0.23  0.062
30 H 1.66 3.66 -0.24  0.081
31 H 2.39 2.08 3.08  0.106
32 H 0.72 0.84 4.38  0.109
33 H -1.37 -0.05 4.68  0.078
34 H -2.68 0.90 4.01  0.085
35 H -2.19 -0.61 3.23  0.082
36 H -3.06 0.87 1.84  0.114
37 H -4.90 0.99 0.80  0.113
38 H -5.02 2.02 -0.64  0.122
39 H -5.49 -0.27 -1.32  0.118
40 H -3.95 0.26 -2.00  0.107
41 H -2.83 -0.88 0.03  0.091
42 H -4.40 -1.60 0.38  0.115
43 H -2.99 -3.15 -0.83  0.109
44 H -4.39 -2.73 -1.81  0.109
45 H -3.07 -1.38 -3.29  0.109
46 H -2.19 -2.87 -3.04  0.112
47 H -1.61 -0.15 -1.81  0.100
48 H -0.85 -1.64 -1.23  0.118
49 H -0.77 -0.88 -4.16  0.112
50 H 0.30 -1.98 -3.30  0.108
51 H 1.47 0.11 -3.78  0.110
52 H 0.15 1.06 -3.09  0.113
53 H 2.04 1.03 -1.58  0.108
54 H 0.66 0.23 -0.84  0.098
55 H 1.67 -1.99 -1.39  0.116
56 H 3.05 -1.16 -2.14  0.131
57 H 2.21 -0.80 0.78  0.160
58 H 3.00 -3.12 0.45  0.134
59 H 4.42 -2.52 -0.46  0.137
60 H 5.74 -1.05 2.53  0.128
61 H 6.07 -1.28 0.78  0.129
62 H 5.24 1.03 1.11  0.131
63 H 3.82 0.41 2.01  0.115
64 H -0.47 2.62 -0.04  0.105



2.
This record from OMol25 describes C37H35ClCuN2S2Si2 as an isolated structure. The level of theory is ωB97M-V/def2-TZVPD.

Calculated values
Multiplicity   2
M   727.01 Da
E_HOMO (spin up / spin down)   -5.923 / -5.923 eV
Gap between HOMO and LUMO (spin up / spin down)   6.16 / 5.06 eV
LUMO energy (spin up / spin down)   0.2 / -0.9 eV

Each line ends with the Mulliken spin population.
Positions of all 80 atoms, in Å:
1 C 0.00 2.66 -1.26  0.000
2 C 1.36 2.35 -0.99  0.000
3 C 1.76 1.31 -1.89  0.001
4 H 2.01 2.87 -0.29  0.000
5 C 0.60 0.93 -2.64  0.006
6 C -0.49 1.78 -2.25  0.001
7 H -1.49 1.76 -2.66  0.000
8 H -0.58 3.43 -0.76  0.000
9 H 2.77 0.93 -2.06  0.001
10 H 0.59 0.22 -3.46  -0.005
11 Cu 0.41 0.53 -0.56  0.001
12 Si 4.00 -2.71 -3.57  0.508
13 C 5.57 -3.58 -2.88  0.033
14 C 5.58 -4.98 -2.80  -0.002
15 H 4.71 -5.56 -3.14  -0.009
16 C 6.63 -5.65 -2.15  -0.003
17 H 6.52 -6.72 -1.94  0.000
18 C 7.70 -4.91 -1.63  0.018
19 H 8.46 -5.41 -1.01  0.001
20 C 7.79 -3.53 -1.88  -0.002
21 H 8.60 -2.96 -1.42  0.000
22 C 6.75 -2.88 -2.54  0.073
23 H 6.81 -1.79 -2.68  0.005
24 C 3.99 -3.63 -5.21  0.025
25 C 5.07 -3.40 -6.11  0.038
26 H 5.68 -2.50 -5.99  -0.007
27 C 5.43 -4.38 -7.05  0.011
28 H 6.33 -4.27 -7.66  0.000
29 C 4.66 -5.54 -7.19  -0.004
30 H 4.96 -6.32 -7.91  0.000
31 C 3.54 -5.72 -6.38  0.004
32 H 2.95 -6.63 -6.48  0.000
33 C 3.18 -4.76 -5.42  0.019
34 H 2.32 -4.97 -4.79  -0.011
35 H 4.49 -1.32 -3.80  0.069
36 Si 1.61 -4.34 -0.64  0.023
37 C 0.79 -3.85 -2.29  0.072
38 C 1.29 -2.68 -2.90  0.267
39 H 1.95 -2.00 -2.32  -0.260
40 C 0.69 -2.21 -4.08  0.136
41 H 1.06 -1.32 -4.58  -0.015
42 C -0.36 -2.89 -4.67  -0.040
43 H -0.77 -2.50 -5.59  0.000
44 C -0.90 -4.01 -4.05  0.062
45 H -1.78 -4.51 -4.47  0.002
46 C -0.30 -4.51 -2.89  -0.043
47 H -0.74 -5.40 -2.45  0.001
48 C 3.37 -3.68 -0.34  0.065
49 C 3.79 -2.33 -0.34  -0.037
50 H 3.18 -1.55 -0.80  -0.027
51 C 5.05 -1.98 0.14  0.018
52 H 5.40 -0.95 0.04  -0.001
53 C 5.89 -2.94 0.68  -0.002
54 H 6.87 -2.64 1.05  0.000
55 C 5.50 -4.28 0.66  0.014
56 H 6.21 -5.04 0.99  0.002
57 C 4.27 -4.65 0.12  0.000
58 H 4.00 -5.70 0.02  -0.002
59 H 1.43 -5.71 -0.41  0.000
60 Cl 0.61 -3.31 0.88  -0.002
61 C 3.16 0.49 1.82  0.000
62 C 1.79 0.16 2.25  0.000
63 N 0.74 0.10 1.45  0.000
64 C -0.39 -0.41 2.10  0.000
65 C -0.17 -0.69 3.44  0.000
66 S 1.46 -0.41 3.88  0.000
67 C -1.47 -0.77 1.24  0.001
68 C -2.63 -1.48 1.49  0.000
69 S -3.43 -1.90 0.04  0.000
70 C -2.19 -1.08 -0.87  -0.002
71 N -1.25 -0.55 -0.12  0.000
72 C -2.24 -1.06 -2.35  0.005
73 H 3.14 1.33 1.12  0.000
74 H 3.75 0.74 2.72  0.000
75 H 3.60 -0.40 1.33  0.001
76 H -0.91 -1.10 4.11  0.000
77 H -2.96 -1.76 2.48  0.000
78 H -2.77 -1.96 -2.69  0.000
79 H -2.79 -0.16 -2.69  0.000
80 H -1.21 -1.05 -2.76  -0.006



3.
This record from OMol25 describes a 40-piece molecular cluster, H80O40 overall. The level of theory is ωB97M-V/def2-TZVPD.

Calculated values
ΔE to the lowest compared entry with this formula, charge and spin   1039.9 kJ/mol
Multiplicity   1
M   720.60 Da
E_HOMO   -10.472 eV
Gap between HOMO and LUMO   9.65 eV
LUMO energy   -0.8 eV

Each line ends with the Löwdin charge.
Positions of all 120 atoms, in Å:
1 H 0.22 -3.59 0.33  0.052
2 H -0.37 -2.92 -0.87  0.049
3 O -0.60 -3.16 0.05  -0.043
4 H -1.22 5.73 -3.51  0.027
5 H 0.11 5.07 -4.04  -0.008
6 O -0.75 5.44 -4.31  -0.068
7 H 2.91 -0.06 2.18  -0.012
8 H 1.73 -1.03 2.44  0.037
9 O 2.66 -0.89 2.58  -0.031
10 H -1.43 -4.68 2.54  0.030
11 H -1.46 -4.19 1.02  -0.015
12 O -1.99 -4.67 1.72  -0.103
13 H -4.37 -1.53 -4.82  0.075
14 H -3.96 -2.10 -3.58  -0.002
15 O -4.23 -1.22 -3.91  -0.070
16 H -2.32 -0.45 4.17  0.062
17 O -3.22 -0.01 4.22  -0.093
18 H -4.19 -3.89 -3.55  0.057
19 O -3.35 -4.36 -3.82  -0.098
20 H -0.47 -3.94 -3.15  0.043
21 H 1.11 -3.75 -3.40  0.009
22 O 0.33 -3.51 -2.80  -0.083
23 H -4.64 3.32 -0.14  0.030
24 H -4.79 2.76 -1.46  0.066
25 O -5.20 2.62 -0.55  -0.080
26 H -2.36 -5.48 -0.98  0.043
27 H -1.93 -6.38 -2.03  0.048
28 O -2.69 -5.90 -1.78  -0.010
29 H 1.99 4.14 -1.68  0.042
30 H 1.10 5.28 -2.14  0.043
31 O 1.12 4.33 -2.00  -0.034
32 H -1.84 3.54 -0.82  0.048
33 O -1.97 3.96 -1.75  -0.081
34 H -3.36 0.61 -2.89  0.046
35 H -3.59 -0.58 -2.17  -0.003
36 O -3.28 0.30 -1.98  -0.050
37 H -0.27 5.77 -0.38  0.022
38 H 0.63 5.38 0.90  0.021
39 O 0.36 6.07 0.31  -0.048
40 H 4.41 -0.43 -0.38  0.050
41 H 5.69 -1.38 -0.72  0.054
42 O 4.79 -1.41 -0.44  -0.107
43 H 3.84 1.32 -0.47  0.075
44 H 4.79 0.95 -1.90  0.046
45 O 4.69 1.02 -0.89  -0.090
46 H 4.46 1.85 -3.47  0.070
47 H 4.99 0.55 -4.34  0.059
48 O 4.57 0.92 -3.59  0.005
49 H 1.27 0.38 -3.38  0.014
50 H 1.22 -0.96 -2.78  0.032
51 O 0.82 -0.44 -3.55  -0.078
52 H 3.44 -2.97 2.69  0.046
53 O 3.61 -3.86 2.23  -0.094
54 H 5.22 1.04 2.24  -0.045
55 H 6.06 -0.04 1.56  0.023
56 O 6.08 0.69 2.16  -0.004
57 H -1.42 1.85 -3.97  0.056
58 O -1.31 0.98 -4.45  -0.081
59 H 0.68 -4.88 1.80  0.027
60 H -0.15 -6.06 1.86  0.013
61 O 0.52 -5.66 2.37  -0.036
62 H 1.50 2.69 -5.18  0.007
63 H -0.03 2.93 -5.79  0.066
64 O 0.80 3.29 -5.40  -0.057
65 H 2.92 -1.93 -1.37  0.019
66 H 3.54 -0.82 -2.33  0.068
67 O 2.74 -1.43 -2.22  -0.099
68 H -1.78 4.43 1.49  0.032
69 H -3.11 4.86 1.74  0.036
70 O -2.44 4.99 1.08  -0.022
71 H -0.71 2.39 5.43  0.002
72 H -1.75 3.46 4.90  0.014
73 O -0.92 3.31 5.30  -0.015
74 H -2.34 -2.90 -2.08  0.045
75 H -3.71 -2.31 -1.21  0.075
76 O -3.26 -2.74 -1.96  -0.058
77 H 0.85 0.76 6.84  0.085
78 H 1.81 0.50 5.79  0.035
79 O 1.27 1.22 6.09  -0.035
80 H -5.20 1.39 3.37  0.035
81 H -3.84 2.10 2.73  0.045
82 O -4.57 2.11 3.41  -0.078
83 H 2.07 3.23 3.94  0.120
84 H 0.97 2.21 4.43  0.011
85 O 1.53 2.39 3.64  -0.096
86 H 5.53 3.59 0.76  0.062
87 H 4.71 2.70 1.74  -0.029
88 O 4.62 3.35 1.03  -0.075
89 H -3.89 -1.95 1.24  0.069
90 O -3.01 -1.46 1.35  -0.068
91 H 0.81 0.84 1.27  0.035
92 H 1.91 1.60 1.97  -0.012
93 O 1.70 1.26 1.08  -0.089
94 H 4.51 -3.69 1.90  0.028
95 H -3.77 -0.18 3.45  0.001
96 H -0.59 0.42 -4.17  -0.031
97 H -3.31 -5.06 -3.16  -0.029
98 H -1.02 3.89 -1.89  -0.014
99 H -2.30 -2.07 1.17  -0.012
100 O -2.49 1.40 0.16  -0.058
101 H -2.65 1.34 -0.79  0.012
102 H -2.71 2.20 0.60  -0.010
103 O 4.40 2.41 3.61  -0.034
104 H 3.59 2.84 3.88  0.016
105 H 4.07 1.50 3.48  0.044
106 O 2.60 -3.86 -4.14  -0.029
107 H 2.23 -3.13 -4.65  0.064
108 H 3.11 -3.44 -3.45  0.029
109 O -1.09 0.84 2.20  -0.070
110 H -1.36 -0.07 2.01  0.021
111 H -1.44 1.41 1.49  -0.006
112 O -5.89 -0.83 0.73  -0.057
113 H -6.17 -1.41 0.04  0.018
114 H -5.74 0.14 0.51  0.070
115 O -0.45 -3.87 5.24  -0.011
116 H -1.09 -4.35 4.77  0.000
117 H 0.47 -3.86 5.11  0.010
118 O 3.17 -3.50 -0.77  -0.090
119 H 3.75 -4.23 -0.39  0.095
120 H 3.66 -2.68 -0.62  -0.036